Density functional theory data (ωB97M-V with the def2-TZVPD basis set) for C35H45B2BrInN2O3Si as an isolated structure.

XYZ file:
```
90
Properties=species:S:1:pos:R:3:mulliken_charge:R:1
In 0.440 -1.681 -0.100 1.87
Br 7.088 -2.064 -1.206 -0.23
C 5.268 -2.153 -0.996 0.09
C 4.787 -1.573 0.199 -0.72
C 3.413 -1.425 0.402 0.56
C 2.521 -1.953 -0.511 -0.33
C 3.000 -2.538 -1.678 -0.21
C 4.365 -2.617 -1.957 -0.58
H 5.489 -1.211 0.940 0.43
H 3.095 -0.863 1.282 -0.25
H 2.297 -2.930 -2.415 0.37
H 4.670 -3.066 -2.889 0.43
C 3.354 2.226 0.275 -1.37
C 2.509 2.399 -1.007 2.31
C 2.965 1.431 -2.100 -1.59
C 2.602 3.827 -1.555 -1.91
Si 0.668 1.922 -0.606 -2.27
O 0.348 0.510 0.009 1.12
C -0.062 3.304 0.479 1.18
C -1.479 3.357 0.533 -0.24
C -2.155 4.288 1.311 -0.66
C -1.436 5.239 2.008 -0.52
C -0.055 5.282 1.922 -0.84
C 0.639 4.299 1.199 -0.43
C -0.288 2.079 -2.230 0.53
C -0.595 3.344 -2.740 -0.08
C -1.153 3.494 -4.009 -0.74
C -1.492 2.367 -4.747 -0.53
C -1.251 1.094 -4.222 -0.62
C -0.681 0.951 -2.974 -0.13
H 4.430 2.278 -0.058 0.50
H 3.221 1.256 0.759 0.00
H 3.175 3.022 0.993 0.20
H 4.067 1.500 -2.188 0.52
H 2.555 1.735 -3.076 0.29
H 2.686 0.377 -1.913 0.15
H 3.688 4.084 -1.598 0.51
H 2.067 4.577 -0.942 0.29
H 2.177 3.901 -2.586 0.33
H -2.067 2.684 -0.073 0.40
H -3.241 4.256 1.321 0.41
H -1.950 5.963 2.617 0.36
H 0.514 6.057 2.412 0.40
H 1.715 4.305 1.205 0.13
H -0.365 4.219 -2.159 0.46
H -1.308 4.505 -4.391 0.37
H -1.873 2.458 -5.764 0.35
H -1.540 0.210 -4.795 0.41
H -0.547 -0.049 -2.585 -0.07
B 0.152 -6.579 0.122 0.44
C 0.056 -5.034 0.267 -0.10
N 0.008 -3.874 0.435 -0.87
H 1.306 -6.897 0.114 -0.16
H -0.361 -6.901 -0.917 -0.17
H -0.435 -7.034 1.085 -0.19
N -0.028 -1.569 2.319 -0.29
C 1.075 -1.328 3.202 0.11
C 1.817 -2.380 3.726 -0.14
C 2.969 -2.100 4.470 -0.67
C 3.377 -0.786 4.689 -0.51
C 2.602 0.281 4.209 -0.64
C 1.467 0.002 3.459 -0.26
H -0.728 -0.817 2.286 0.15
H -0.498 -2.484 2.401 0.25
H 1.522 -3.415 3.560 0.46
H 3.519 -2.925 4.904 0.40
H 4.274 -0.576 5.255 0.38
H 2.890 1.303 4.413 0.41
H 0.893 0.834 3.037 0.27
C -4.760 -2.501 1.469 -1.93
C -4.037 -1.460 0.642 1.66
C -4.382 -0.060 1.117 -1.81
O -2.587 -1.677 0.950 -0.42
B -1.930 -1.643 -0.274 0.16
O -2.710 -1.506 -1.411 -0.50
C -4.162 -1.639 -0.911 1.87
C -4.639 -2.993 -1.392 -2.02
C -4.940 -0.560 -1.658 -1.74
H -4.606 -2.335 2.558 0.40
H -4.390 -3.519 1.246 0.33
H -5.859 -2.429 1.270 0.35
H -4.151 0.032 2.206 0.51
H -5.464 0.071 0.995 0.38
H -3.842 0.718 0.527 0.02
H -3.978 -3.781 -0.989 0.37
H -4.563 -3.010 -2.502 0.48
H -5.683 -3.200 -1.086 0.33
H -4.450 0.406 -1.555 0.28
H -5.994 -0.443 -1.316 0.31
H -5.023 -0.869 -2.719 0.41
```

The value obtained for the HOMO-LUMO gap is 7.85 eV. As for the HOMO energy: -5.4790 eV. As for the charge: -1. As for the lowest unoccupied orbital energy: 2.370 eV. As for the spin multiplicity: 1.

---

Density functional theory data (ωB97M-V with the def2-TZVPD basis set) for C35H45BN13OS2Sn as an isolated structure.

XYZ file:
```
98
Properties=species:S:1:pos:R:3:mulliken_charge:R:1
Sn 0.091 -0.310 -0.398 1.75
C -0.090 3.134 3.195 -1.79
C 0.499 2.234 2.128 0.02
N -0.246 1.812 1.158 1.01
N -1.488 2.400 1.108 -0.93
C -2.494 1.734 0.680 0.27
S -2.660 0.085 0.276 -0.57
S -3.971 2.767 0.534 -0.19
C -4.993 1.936 1.813 -1.28
C -4.754 2.525 3.168 0.54
C -5.383 3.706 3.557 -0.41
C -5.165 4.241 4.816 -0.53
C -4.310 3.605 5.705 -0.42
C -3.661 2.442 5.319 -0.47
C -3.881 1.908 4.058 -0.12
C 1.909 1.875 2.265 0.83
C 2.748 2.754 2.968 -0.80
C 4.077 2.481 3.207 -0.87
C 4.609 1.270 2.758 -0.59
C 3.819 0.382 2.072 -0.83
C 2.457 0.652 1.770 -0.29
O 1.791 -0.222 1.102 0.33
H -1.158 2.960 3.279 0.29
H 0.045 4.184 2.920 0.32
H 0.391 2.952 4.153 0.51
H -4.710 0.885 1.770 0.39
H -6.027 2.053 1.493 0.52
H -6.047 4.204 2.860 0.38
H -5.670 5.153 5.110 0.36
H -4.154 4.014 6.696 0.38
H -2.986 1.945 6.005 0.40
H -3.378 0.996 3.754 0.33
H 2.350 3.704 3.305 0.41
H 4.695 3.193 3.739 0.37
H 5.648 1.031 2.956 0.41
H 4.220 -0.552 1.701 0.42
C 2.612 1.450 -3.004 -1.07
C 3.903 0.687 -2.738 0.72
C 4.677 0.447 -4.042 -1.63
C 3.639 -0.628 -2.067 0.25
C 4.569 -1.358 -1.309 -1.42
C 3.905 -2.515 -0.982 -0.38
N 2.672 -2.465 -1.522 1.48
N 2.504 -1.310 -2.194 -0.62
B 1.646 -3.601 -1.274 -0.70
N 0.486 -3.703 -2.275 -0.04
C 0.208 -4.880 -2.869 -0.30
C -0.820 -4.691 -3.757 -1.26
C -1.132 -3.326 -3.645 0.22
N -0.343 -2.745 -2.741 -0.03
C -2.135 -2.616 -4.509 0.48
C -2.757 -1.415 -3.816 -1.13
C -1.451 -2.183 -5.814 -1.39
N 1.206 -3.543 0.223 0.99
C 1.828 -4.314 1.130 -0.26
C 1.323 -4.034 2.373 -1.66
C 0.368 -3.033 2.153 0.18
N 0.304 -2.730 0.850 -0.56
C -0.480 -2.489 3.268 0.78
C -1.622 -3.469 3.568 -1.65
C -1.019 -1.090 3.019 -1.05
H 2.813 2.363 -3.570 0.44
H 1.923 0.816 -3.560 0.21
H 2.131 1.720 -2.060 0.01
H 4.541 1.274 -2.070 0.33
H 4.074 -0.147 -4.731 0.31
H 4.934 1.396 -4.522 0.45
H 5.601 -0.097 -3.842 0.40
H 5.563 -1.054 -1.025 0.50
H 4.222 -3.366 -0.401 0.48
H 2.244 -4.641 -1.389 -0.21
H 0.758 -5.773 -2.623 0.44
H -1.287 -5.422 -4.396 0.43
H -2.923 -3.337 -4.751 0.32
H -1.973 -0.754 -3.462 -0.04
H -3.404 -0.860 -4.499 0.44
H -3.349 -1.720 -2.956 0.31
H -0.654 -1.474 -5.584 0.22
H -1.017 -3.039 -6.333 0.39
H -2.172 -1.700 -6.479 0.42
H 2.582 -5.024 0.833 0.51
H 1.599 -4.469 3.319 0.51
H 0.170 -2.452 4.149 0.35
H -2.316 -3.502 2.726 0.33
H -1.237 -4.476 3.734 0.44
H -2.171 -3.155 4.460 0.39
H -1.775 -1.108 2.240 -0.09
H -1.464 -0.685 3.931 0.56
H -0.213 -0.428 2.692 0.08
N -0.137 3.569 -5.152 -0.68
N -0.353 3.350 -3.812 1.21
N -0.716 4.298 -2.984 -1.04
C -0.871 3.608 -1.857 -0.39
N -0.607 2.306 -2.029 0.32
N -0.274 2.160 -3.285 -0.61
H 0.368 4.433 -5.285 0.27
H 0.352 2.770 -5.531 0.31
H -1.176 4.043 -0.921 0.56
```

The value obtained for the HOMO-LUMO gap is 7.21 eV. As for the HOMO energy: -4.7103 eV. As for the charge: -1. As for the lowest unoccupied orbital energy: 2.500 eV. As for the spin multiplicity: 1.

---

Density functional theory data (ωB97M-V with the def2-TZVPD basis set) for C35H45ClF40GaNO9P as an isolated structure.

XYZ file:
```
133
Properties=species:S:1:pos:R:3:mulliken_charge:R:1
C 5.207 1.501 3.742 -0.61
O 4.182 1.978 2.782 -0.32
C 4.058 1.008 1.646 -0.20
C 2.481 0.496 1.459 -0.36
C 1.842 0.897 0.003 0.40
C 1.031 2.340 -0.002 -0.75
Ga -0.518 2.369 1.421 0.29
O -2.208 2.651 0.539 -0.51
C -3.139 3.224 1.528 -0.22
C -4.513 2.277 1.539 0.32
N -5.061 2.025 2.926 -0.31
C -6.539 2.329 3.042 -0.31
C -7.419 1.119 2.373 0.54
C -7.955 1.516 0.867 -1.13
O -8.642 0.903 3.198 -0.52
P 0.006 4.091 2.959 0.15
O 1.692 4.063 3.402 -0.41
Cl -0.328 5.896 1.812 -0.38
H 5.659 2.430 4.340 0.21
H 6.147 1.010 3.200 0.24
H 4.695 0.744 4.480 0.25
H 4.702 0.044 1.867 0.32
H 4.425 1.573 0.681 0.09
H 1.844 0.870 2.388 0.07
H 2.460 -0.693 1.527 0.30
H 2.744 1.038 -0.759 -0.27
H 1.186 0.008 -0.405 -0.12
H 0.631 2.537 -1.085 0.34
H 1.771 3.204 0.293 0.28
H -0.518 1.003 2.310 -0.26
H -2.742 3.245 2.628 0.10
H -3.495 4.289 1.156 0.05
H -4.145 1.219 1.125 -0.24
H -5.264 2.770 0.788 0.04
H -4.492 2.468 3.680 0.25
H -6.861 3.383 2.642 0.22
H -6.792 2.320 4.207 0.05
H -6.813 0.117 2.340 -0.01
H -8.787 2.367 0.899 0.28
H -8.464 0.540 0.405 0.34
H -7.106 1.816 0.116 0.28
H -9.362 0.757 2.515 0.32
H 2.080 4.992 3.348 0.27
C -7.860 5.735 6.149 -0.70
C -8.937 6.613 5.493 0.85
C -10.006 7.136 6.445 0.09
F -10.698 6.144 7.043 -0.21
F -10.921 7.885 5.772 -0.29
F -9.487 5.938 4.449 -0.26
F -8.296 7.691 4.939 -0.34
O -8.047 4.321 6.043 -0.29
C -8.911 3.744 7.022 0.68
C -10.194 3.162 6.418 0.35
F -10.901 4.100 5.737 -0.21
F -11.019 2.683 7.387 -0.28
F -9.151 4.656 7.995 -0.29
F -8.190 2.752 7.612 -0.29
H -6.929 5.924 5.600 0.43
H -7.636 6.043 7.177 0.31
H -9.568 7.771 7.221 0.28
H -9.965 2.346 5.726 0.15
C -2.224 -0.772 -4.254 -0.74
C -3.236 -1.606 -3.454 0.91
C -3.024 -1.598 -1.944 0.11
F -1.821 -2.096 -1.588 -0.21
F -3.955 -2.375 -1.326 -0.27
F -3.260 -2.873 -3.947 -0.29
F -4.479 -1.087 -3.711 -0.34
O -1.128 -1.491 -4.829 -0.43
C -0.027 -1.727 -3.953 0.80
C 0.187 -3.215 -3.649 0.15
F -0.917 -3.779 -3.095 -0.19
F 1.201 -3.394 -2.762 -0.23
F -0.177 -0.976 -2.836 -0.21
F 1.067 -1.229 -4.592 -0.34
H -2.767 -0.373 -5.120 0.41
H -1.889 0.118 -3.709 0.36
H -3.117 -0.587 -1.537 0.28
H 0.426 -3.770 -4.561 0.24
C 7.865 -0.096 -4.099 -0.35
C 8.217 1.258 -3.464 0.88
C 8.089 1.307 -1.946 0.07
F 6.832 1.053 -1.524 -0.20
F 8.403 2.546 -1.479 -0.30
F 7.481 2.234 -4.058 -0.29
F 9.521 1.529 -3.789 -0.33
O 6.541 -0.220 -4.629 -0.40
C 5.533 -0.564 -3.680 0.70
C 4.497 0.547 -3.480 0.26
F 5.074 1.708 -3.075 -0.25
F 3.593 0.209 -2.522 -0.18
F 6.124 -0.950 -2.524 -0.27
F 4.923 -1.676 -4.175 -0.29
H 8.516 -0.206 -4.975 0.06
H 8.129 -0.944 -3.456 0.40
H 8.766 0.594 -1.468 0.27
H 3.954 0.749 -4.408 0.18
C 10.990 -3.697 -5.299 -1.00
C 10.346 -2.306 -5.405 1.17
C 9.802 -1.955 -6.785 0.16
F 10.761 -1.955 -7.735 -0.23
F 9.268 -0.703 -6.784 -0.30
F 11.228 -1.371 -4.964 -0.32
F 9.302 -2.277 -4.517 -0.32
O 12.416 -3.742 -5.408 -0.42
C 12.926 -3.764 -6.741 0.74
C 13.730 -2.507 -7.093 0.20
F 12.990 -1.378 -6.947 -0.20
F 14.142 -2.535 -8.389 -0.26
F 11.908 -4.000 -7.602 -0.27
F 13.733 -4.858 -6.810 -0.30
H 10.787 -4.056 -4.282 0.44
H 10.506 -4.435 -5.949 0.36
H 9.012 -2.648 -7.088 0.29
H 14.613 -2.415 -6.454 0.24
C -5.267 -5.060 1.935 -0.88
C -3.983 -4.217 1.985 0.97
C -2.891 -4.652 1.015 0.16
F -2.473 -5.916 1.239 -0.24
F -1.792 -3.860 1.145 -0.24
F -3.526 -4.176 3.265 -0.28
F -4.336 -2.927 1.678 -0.27
O -5.386 -6.088 2.922 -0.41
C -4.736 -7.318 2.605 0.77
C -3.574 -7.640 3.551 0.20
F -2.636 -6.659 3.551 -0.20
F -2.939 -8.783 3.178 -0.26
F -4.368 -7.302 1.302 -0.27
F -5.693 -8.280 2.710 -0.31
H -6.096 -4.376 2.157 0.48
H -5.486 -5.432 0.927 0.32
H -3.230 -4.576 -0.022 0.20
H -3.929 -7.765 4.579 0.23
```

The value obtained for the HOMO-LUMO gap is 5.24 eV. As for the HOMO energy: -3.8318 eV. As for the charge: -1. As for the lowest unoccupied orbital energy: 1.406 eV. As for the spin multiplicity: 1.

---

Density functional theory data (ωB97M-V with the def2-TZVPD basis set) for C35H45N3OPSV as an isolated structure.

XYZ file:
```
87
Properties=species:S:1:pos:R:3:mulliken_charge:R:1
V -0.700 0.485 -0.304 -0.04
C 3.146 1.410 4.518 -0.70
C 3.004 0.106 4.053 -0.78
C 2.587 -0.122 2.752 -0.11
C 2.313 0.950 1.898 0.56
C 2.462 2.251 2.369 -0.79
C 2.875 2.478 3.677 -0.70
P 1.764 0.569 0.204 2.62
C 3.224 -0.137 -0.602 0.47
C 4.496 0.047 -0.061 -0.90
C 5.611 -0.449 -0.721 -0.66
C 5.465 -1.127 -1.922 -0.76
C 4.201 -1.309 -2.466 -0.54
C 3.083 -0.820 -1.811 -0.08
C 1.389 2.172 -0.553 -0.38
C 2.296 3.111 -1.045 -0.59
C 1.812 4.335 -1.469 -0.73
C 0.446 4.617 -1.387 -0.88
C -0.447 3.662 -0.931 -0.38
C 0.002 2.396 -0.531 0.55
H 3.483 1.588 5.531 0.40
H 3.233 -0.730 4.701 0.45
H 2.492 -1.141 2.390 0.27
H 2.263 3.092 1.716 0.42
H 3.000 3.493 4.032 0.43
H 4.627 0.574 0.876 0.41
H 6.594 -0.303 -0.293 0.46
H 6.336 -1.514 -2.433 0.41
H 4.082 -1.837 -3.403 0.48
H 2.103 -0.969 -2.245 0.02
H 3.357 2.890 -1.080 0.57
H 2.492 5.086 -1.848 0.45
H 0.088 5.592 -1.694 0.42
H -1.501 3.923 -0.885 0.53
O -1.638 0.080 1.419 -0.97
S -0.845 -0.346 2.700 0.87
C -2.150 -0.929 3.823 -0.82
C -2.209 0.045 5.000 -0.72
C -1.860 1.417 4.434 -0.72
C -0.603 1.198 3.604 -0.22
H -1.937 -1.960 4.097 0.51
H -3.053 -0.897 3.212 0.24
H -1.481 -0.242 5.760 0.31
H -3.194 0.018 5.463 0.40
H -1.682 2.153 5.216 0.43
H -2.669 1.790 3.803 0.28
H 0.285 1.040 4.222 0.21
H -0.374 1.958 2.859 0.25
N -5.016 0.279 -2.828 -0.08
C -4.373 1.640 -2.789 -1.06
C -2.945 1.495 -2.294 -0.30
N -2.841 0.838 -0.983 -0.04
C -3.539 -0.459 -0.998 -0.31
C -4.982 -0.366 -1.469 -1.14
H -4.511 -0.312 -3.495 0.38
H -5.978 0.348 -3.166 0.37
H -4.988 2.254 -2.130 0.39
H -4.403 2.058 -3.793 0.48
H -2.479 2.478 -2.249 0.14
H -2.362 0.899 -3.001 0.29
H -3.235 1.431 -0.255 0.50
H -3.518 -0.888 0.003 0.11
H -2.970 -1.123 -1.656 0.20
H -5.595 0.256 -0.817 0.40
H -5.436 -1.352 -1.549 0.50
C 1.416 -3.535 -0.108 -0.86
N 0.026 -3.891 -0.333 -0.06
C -0.514 -4.620 0.798 -0.91
C -0.776 -2.732 -0.633 -0.28
C -0.430 -2.047 -1.939 -0.03
C -0.148 -2.815 -3.067 -0.42
C 0.158 -2.201 -4.272 -1.10
C 0.181 -0.814 -4.358 -0.83
C -0.106 -0.050 -3.233 -0.33
C -0.414 -0.646 -2.001 0.88
H 1.994 -4.432 0.104 0.54
H 1.523 -2.841 0.748 0.28
H 1.836 -3.054 -0.989 0.05
H 0.085 -5.509 0.986 0.35
H -1.536 -4.937 0.587 0.32
H -0.519 -4.011 1.720 0.23
H -0.699 -1.987 0.195 -0.10
H -1.825 -3.053 -0.652 0.60
H -0.148 -3.895 -2.983 0.50
H 0.389 -2.802 -5.142 0.45
H 0.441 -0.331 -5.292 0.46
H -0.033 1.033 -3.311 0.42
```

The value obtained for the HOMO-LUMO gap (spin up / spin down) is 7.79 / 7.81 eV. As for the HOMO energy (spin up / spin down): -12.8843 / -12.9028 eV. As for the charge: +2. The value obtained for the energy above the lowest of the compared OMol25 structures with the same formula, charge and spin is 0.0 kJ/mol. As for the lowest unoccupied orbital energy (spin up / spin down): -5.097 / -5.093 eV. As for the spin multiplicity: 3.

---

We obtain maximum force values of 2.55, 1.15, 2.91, 0.11 eV/A for the records listed above, in that order.